The following is a DFT calculation (ωB97M-V/def2-TZVPD) of a cluster of 12 separate species, C48H132N12O12 in total.

CARTESIAN COORDINATES (ANGSTROEM)
C1 -4.5744 -6.3629 4.6361
O1 -3.4598 -6.5503 3.8159
C2 -3.3531 -5.6336 2.6748
C3 -2.1609 -6.0184 1.8076
C4 -0.7301 -5.9589 2.3791
N1 -2.0657 -5.1855 0.6531
H1 -5.5070 -6.4960 4.0878
H2 -4.5609 -5.3610 5.0651
H3 -4.5676 -7.1215 5.4188
H4 -4.2312 -5.7492 2.0395
H5 -3.1953 -4.6254 3.0579
H6 -2.2587 -7.0404 1.4417
H7 0.0374 -6.4266 1.7624
H8 -0.8674 -6.3850 3.3729
H9 -0.4458 -4.9502 2.6786
H10 -2.9901 -5.2207 0.2477
H11 -1.7392 -4.2373 0.7727
C5 -3.1050 3.3297 7.0523
O2 -3.9676 4.4853 6.6826
C6 -3.3101 5.6442 7.1439
C7 -4.0734 6.9489 6.5596
C8 -3.6567 7.4541 5.1901
N2 -4.0601 8.0128 7.5222
H12 -2.2946 3.3921 6.3260
H13 -3.5700 2.3449 7.0970
H14 -2.5693 3.5685 7.9711
H15 -3.3353 5.6906 8.2326
H16 -2.2301 5.6823 7.0018
H17 -5.0837 6.5524 6.4580
H18 -2.7359 7.9999 4.9847
H19 -4.4287 8.0816 4.7448
H20 -3.5413 6.6091 4.5113
H21 -4.9988 8.3854 7.5329
H22 -3.3585 8.7337 7.4322
C9 5.6609 -8.8371 2.1003
O3 5.8570 -8.4943 0.7124
C10 5.7153 -7.1155 0.3537
C11 6.4728 -6.8131 -1.0101
C12 6.0302 -7.8491 -2.0668
N3 7.9184 -6.8559 -0.9287
H23 4.5999 -8.8235 2.3497
H24 6.4222 -8.4063 2.7507
H25 5.9010 -9.8996 2.0627
H26 4.6856 -6.7966 0.1924
H27 6.1317 -6.3815 1.0436
H28 6.1987 -5.8161 -1.3549
H29 6.6102 -7.6799 -2.9740
H30 4.9923 -7.6091 -2.2975
H31 6.2400 -8.8496 -1.6885
H32 8.1515 -6.2006 -0.1963
H33 8.1108 -7.7500 -0.5002
C13 -8.4170 6.2055 3.2538
O4 -7.5658 5.1002 2.9835
C14 -7.9940 3.8167 3.5413
C15 -6.9863 2.6859 3.0580
C16 -6.9550 1.4193 3.9574
N4 -5.6068 3.1128 2.8456
H34 -9.4996 6.1083 3.1725
H35 -8.1085 7.1017 2.7155
H36 -8.2073 6.4399 4.2974
H37 -7.7941 4.0575 4.5854
H38 -9.0563 3.5730 3.5235
H39 -7.2888 2.3831 2.0555
H40 -6.2574 0.6496 3.6271
H41 -7.9864 1.0788 3.8663
H42 -6.8351 1.5678 5.0306
H43 -5.3832 3.7082 3.6302
H44 -5.5350 3.6848 2.0163
C17 -6.8468 3.4773 -6.0990
O5 -6.1181 3.4848 -4.8834
C18 -5.8942 4.7816 -4.3543
C19 -5.1229 4.7399 -2.9807
C20 -4.2795 6.0521 -2.6925
N5 -4.2040 3.6068 -2.9779
H45 -6.1697 3.4135 -6.9509
H46 -7.4548 4.3771 -6.1922
H47 -7.5083 2.6113 -6.1199
H48 -5.1743 5.1376 -5.0912
H49 -6.7389 5.4703 -4.3403
H50 -5.8606 4.5573 -2.1994
H51 -3.4737 6.1618 -3.4183
H52 -3.7998 6.1220 -1.7162
H53 -5.0134 6.8577 -2.7162
H54 -3.5422 3.9069 -3.6794
H55 -4.6931 2.8717 -3.4683
C21 5.7353 -2.7301 -6.8805
O6 4.9305 -3.5589 -7.7563
C22 5.2662 -3.5172 -9.1391
C23 4.4679 -4.7823 -9.8386
C24 4.6588 -6.1575 -9.1836
N6 5.0050 -4.7787 -11.2334
H56 5.2579 -2.4859 -5.9315
H57 5.7787 -1.7308 -7.3138
H58 6.7774 -2.9743 -6.6745
H59 5.0397 -2.5546 -9.5976
H60 6.3524 -3.5788 -9.2057
H61 3.3860 -4.6495 -9.8343
H62 5.6779 -6.3420 -8.8439
H63 4.4877 -7.0314 -9.8121
H64 3.8754 -6.2284 -8.4290
H65 4.8209 -3.8665 -11.6260
H66 6.0026 -4.8010 -11.0774
C25 1.6807 -1.1512 -0.2073
O7 0.8326 -0.8339 0.9502
C26 0.1172 0.3764 0.9084
C27 0.9160 1.7448 0.9572
C28 1.6697 2.0355 2.2690
N7 0.0268 2.8412 0.8689
H67 2.4470 -1.7333 0.3045
H68 2.2209 -0.3366 -0.6899
H69 1.1224 -1.7028 -0.9637
H70 -0.5045 0.4473 0.0158
H71 -0.5574 0.2213 1.7503
H72 1.6030 1.8566 0.1184
H73 2.3810 2.8552 2.1679
H74 2.2132 1.1173 2.4918
H75 0.9099 2.1535 3.0416
H76 -0.5276 2.3692 1.5688
H77 -0.4987 2.6617 0.0253
C29 0.3890 4.4286 11.5485
O8 1.0408 3.5044 10.7210
C30 2.3480 3.8570 10.4382
C31 2.8278 3.1736 9.2006
C32 2.9857 1.6226 9.1522
N8 3.9897 3.8592 8.6432
H78 -0.0114 5.2462 10.9492
H79 1.1398 4.6960 12.2921
H80 -0.3709 3.9297 12.1499
H81 2.4608 4.9203 10.2267
H82 3.0500 3.6191 11.2374
H83 2.1115 3.4433 8.4245
H84 2.2875 1.3463 9.9423
H85 3.9303 1.2806 9.5752
H86 2.7073 1.1664 8.2022
H87 3.5949 4.7330 8.3258
H88 4.5994 4.0938 9.4134
C33 -0.5453 -5.9610 -6.6681
O9 -1.6810 -6.5507 -7.3448
C34 -1.4109 -7.7774 -8.0001
C35 -2.5419 -8.1435 -9.0098
C36 -2.4250 -9.3962 -9.8929
N9 -2.4376 -7.1111 -10.0083
H89 -0.2698 -6.6968 -5.9126
H90 -0.6457 -4.9370 -6.3083
H91 0.3727 -5.9185 -7.2542
H92 -0.4943 -7.6281 -8.5707
H93 -1.3510 -8.6052 -7.2935
H94 -3.4917 -8.0869 -8.4780
H95 -2.4282 -10.2060 -9.1633
H96 -1.4957 -9.5498 -10.4414
H97 -3.2254 -9.5409 -10.6185
H98 -1.4916 -6.9330 -10.3140
H99 -2.5074 -6.1973 -9.5839
C37 8.4912 1.5258 1.0496
O10 9.5959 1.9455 1.8873
C38 9.3756 1.7416 3.3266
C39 8.0741 2.3836 3.8919
C40 8.3140 3.9212 4.0706
N10 7.7957 1.8449 5.2094
H100 8.9274 1.0172 0.1898
H101 7.9583 2.4151 0.7132
H102 7.8033 0.9099 1.6290
H103 9.3595 0.6564 3.4268
H104 10.3115 2.0925 3.7614
H105 7.2304 2.0930 3.2659
H106 7.4117 4.5270 4.1538
H107 8.7914 4.4573 3.2504
H108 8.9437 4.0674 4.9482
H109 8.6182 2.0527 5.7575
H110 7.1414 2.4533 5.6804
C41 4.1928 7.5424 -4.8092
O11 4.4518 8.0955 -3.5086
C42 3.4325 7.7655 -2.5841
C43 3.6746 8.1114 -1.0547
C44 4.8239 7.2396 -0.4194
N11 2.5646 7.6651 -0.1097
H111 3.2544 7.9289 -5.2067
H112 4.0473 6.4666 -4.7113
H113 4.9792 7.8597 -5.4940
H114 2.4468 8.0997 -2.9079
H115 3.2452 6.6918 -2.5914
H116 3.9158 9.1626 -0.8969
H117 5.1295 7.5335 0.5848
H118 5.7056 7.3345 -1.0532
H119 4.5880 6.1867 -0.5733
H120 1.6131 7.9461 -0.2987
H121 2.5107 6.6567 -0.1285
C45 -6.2167 -5.5864 -3.2978
O12 -5.7198 -4.6753 -2.3449
C46 -6.4937 -3.5079 -2.2393
C47 -6.3156 -2.4485 -3.3611
C48 -4.8922 -2.2570 -3.8959
N12 -6.8166 -1.1541 -2.9292
H122 -7.0753 -6.0356 -2.7986
H123 -5.4195 -6.3241 -3.3886
H124 -6.4363 -5.0772 -4.2361
H125 -7.5559 -3.7306 -2.3396
H126 -6.4562 -3.0757 -1.2393
H127 -7.0562 -2.6929 -4.1226
H128 -4.1121 -1.8822 -3.2334
H129 -5.0178 -1.6478 -4.7910
H130 -4.5681 -3.2721 -4.1251
H131 -6.7891 -0.4287 -3.6314
H132 -7.6992 -1.1675 -2.4383

Calculated values
* frontier orbital gap: 9.096 eV
* SMILES: COC[C@H](C)N.COC[C@H](C)N.COC[C@H](C)N.COC[C@H](C)N.COC[C@H](C)N.COC[C@H](C)N.COC[C@H](C)N.COC[C@H](C)N.COC[C@H](C)N.COC[C@H](C)N.COC[C@H](C)N.COC[C@H](C)N
* energy above the lowest of the compared OMol25 structures with the same formula, charge and spin: 1025.3 kJ/mol